(1)
Below is an isolated molecule of C5H10O, with properties calculated with wB97M-V/def2-TZVPD.

Structure (XYZ):
```
16
Properties=species:S:1:pos:R:3:forces:R:3
C -0.32068 -1.74501 -0.57999 -0.1 0.0 0.0
C 0.97674 -1.06139 -0.15204 0.1 0.0 0.0
C 0.76006 0.18247 0.71390 0.0 0.0 0.1
C 0.13538 1.34088 -0.02621 0.1 -0.2 -0.1
C -1.27268 1.71485 0.12510 -0.3 -0.1 -0.1
O -0.24764 2.45011 0.77475 0.1 0.2 0.1
H -0.93910 -1.08608 -1.20000 0.1 -0.1 0.1
H -0.91537 -2.03453 0.29492 0.1 0.1 -0.1
H -0.11600 -2.65255 -1.15818 0.0 0.1 0.1
H 1.56217 -0.78874 -1.04137 -0.1 0.0 0.1
H 1.59311 -1.77445 0.40891 -0.1 0.1 -0.1
H 1.72361 0.52418 1.11317 -0.1 0.0 -0.1
H 0.13024 -0.06205 1.57966 0.1 0.0 -0.1
H 0.63240 1.62216 -0.95944 -0.1 0.0 0.1
H -1.78912 2.24593 -0.67489 0.1 -0.1 0.1
H -1.91311 1.12424 0.78171 0.1 0.1 -0.1
```
Positions in Å, forces in eV/Å.

The calculation puts the relative energy (zero: lowest compared OMol25 entry of this formula, charge and spin) at 122.7 kJ/mol. The SMILES is CCC[C@H]1CO1.



(2)
Below is a structure of composition C8H17BiOP2 at a distorted geometry, with properties calculated with wB97M-V/def2-TZVPD.

Structure (XYZ):
```
29
Properties=species:S:1:pos:R:3:forces:R:3
C -0.37760 -1.13783 -3.36409 0.3 -1.8 0.0
C 0.61532 -1.88738 -2.65283 -1.3 -1.2 -0.8
C -0.01268 -2.44718 -1.48758 -0.2 -0.3 -1.2
C -1.40824 -2.09054 -1.51986 0.1 -0.7 -0.1
C -1.63289 -1.28784 -2.67257 0.0 -0.1 -0.2
Bi -0.16832 0.23179 -1.01052 -0.7 0.4 -0.5
P 0.16325 2.65760 -1.91638 -0.5 -0.7 0.2
H -0.25892 -0.74724 -4.37898 0.0 0.2 0.6
H 1.62759 -2.11719 -3.01028 -0.5 0.4 0.4
H 0.44755 -3.18207 -0.81057 -0.2 0.6 -0.2
H -2.61699 -0.94612 -3.05213 0.8 -0.1 0.5
H -2.18457 -2.46662 -0.81444 0.7 0.5 -0.6
H -1.18027 3.07096 -2.21432 1.2 0.7 -0.2
H 1.06447 2.68650 -3.03783 -0.6 0.9 0.4
H 0.69034 3.29013 -0.76603 -0.1 0.6 -0.8
C 1.89251 0.57585 3.17078 0.1 0.0 0.5
P 0.59050 0.39184 1.97108 0.6 -0.1 -3.0
C -0.49284 -1.02149 2.27910 0.0 -0.4 0.3
C -0.47022 1.86841 1.90434 -0.3 0.4 0.5
O 1.39186 0.16802 0.61594 -0.9 0.8 3.4
H 1.58176 0.71128 4.21471 0.1 0.0 -0.3
H 2.48499 1.43196 2.81523 -0.2 -0.2 0.2
H 2.50021 -0.33136 3.04471 -0.1 0.3 0.2
H -0.95331 -0.97884 3.27065 0.1 0.1 0.0
H -1.30801 -1.10081 1.53513 0.6 0.3 0.2
H 0.12121 -1.93226 2.20441 -0.2 0.3 0.1
H 0.12910 2.75206 1.64353 0.0 -0.3 0.1
H -1.28995 1.78554 1.16429 0.7 -0.3 0.3
H -0.94586 2.05284 2.87448 0.2 0.0 0.2
```
Positions in Å, forces in eV/Å.

The calculation puts the relative energy (zero: lowest compared OMol25 entry of this formula, charge and spin) at 0.0 kJ/mol.



(3)
Below is a structure of composition C25H25HfN3OS2 at a distorted geometry, with properties calculated with wB97M-V/def2-TZVPD.

Structure (XYZ):
```
57
Properties=species:S:1:pos:R:3:forces:R:3
Hf 9.58560 12.36449 13.52327 1.0 1.3 -1.7
C 8.83318 17.22691 14.15514 0.1 0.7 -0.9
C 8.13759 16.02593 14.31246 0.5 -0.6 0.8
C 8.34630 15.28577 15.50699 0.7 1.2 -0.3
C 9.20692 15.81379 16.48943 -0.2 -0.5 -0.3
C 9.82229 17.04080 16.33250 0.2 1.0 -0.3
C 9.63096 17.78196 15.17043 -0.6 -1.6 -0.6
H 8.82059 17.75219 13.16936 -0.3 -0.4 1.0
H 7.49412 15.63908 13.51095 0.2 0.2 0.3
H 7.92206 14.30654 15.67354 -0.3 0.1 0.0
H 9.46815 15.24022 17.36481 -0.3 -0.2 0.2
H 10.49810 17.48348 17.06297 -0.2 -0.5 0.2
H 10.17364 18.68548 14.98329 0.1 0.4 0.1
C 8.38945 14.58100 9.99347 0.6 -0.4 -0.1
C 9.44820 14.16802 10.99426 -0.9 -2.2 -0.6
N 9.52068 12.84308 11.41418 -0.5 2.0 2.0
N 8.72254 11.87700 10.85255 0.3 -1.6 -0.9
C 9.06104 10.62920 11.17628 -1.2 1.2 -1.0
S 9.89268 10.17045 12.62211 1.6 -0.9 0.8
S 8.55021 9.28476 10.15897 0.2 0.8 0.3
C 10.10048 8.21499 10.06628 0.7 0.3 1.3
C 10.13960 7.85681 8.63437 0.9 0.4 -1.8
C 11.15585 8.40057 7.81210 -0.7 0.4 0.5
C 10.97128 8.40827 6.44574 0.5 0.0 0.6
C 9.87522 7.84219 5.84838 0.1 -1.1 0.2
C 8.96604 7.12001 6.60413 0.8 0.5 0.6
C 9.10377 7.16064 7.99761 -0.7 0.2 0.4
C 10.48119 15.01653 11.44255 1.1 0.7 2.0
C 10.91654 16.14915 10.71159 -0.7 -0.2 -0.7
C 12.06341 16.85889 10.99435 -0.3 0.0 -0.2
C 12.88659 16.41581 12.02192 -0.8 -0.5 0.3
C 12.47734 15.35563 12.82539 -0.4 -1.4 1.2
C 11.20026 14.73898 12.66108 1.3 1.0 -0.4
O 10.65120 13.95922 13.65784 1.1 -0.1 -1.3
H 8.79862 15.24393 9.20284 -0.4 -0.2 0.7
H 7.53094 15.03699 10.52642 0.6 0.0 -0.3
H 8.03202 13.67337 9.51716 -0.2 0.0 -0.1
H 9.94176 7.34460 10.71392 0.0 0.3 0.0
H 11.02543 8.80046 10.42581 -1.5 -0.9 -0.7
H 12.03990 8.92343 8.19723 -0.4 -0.3 0.2
H 11.74013 8.83498 5.85450 0.5 0.4 -0.6
H 9.87650 7.78460 4.78791 -0.4 0.2 -0.8
H 8.22481 6.53693 6.09477 -0.5 -0.1 0.2
H 8.30664 6.75022 8.62882 0.3 -0.1 -0.3
H 10.30054 16.41116 9.85201 0.4 0.1 0.1
H 12.33955 17.72592 10.39675 -0.1 -0.3 0.1
H 13.78679 16.95134 12.24757 0.5 -0.1 0.0
H 13.16360 14.92870 13.61072 -1.0 0.8 -0.7
C 5.44994 10.23210 15.52810 0.1 -0.3 -0.1
C 5.20156 11.64756 15.01468 -0.6 1.5 -0.3
C 6.43425 12.17420 14.41832 5.2 -0.3 -0.3
N 7.59642 12.33665 14.14091 -7.0 -0.4 1.3
H 4.57776 9.82243 16.04876 0.2 0.4 -0.1
H 6.33040 10.17682 16.16301 -0.1 0.1 0.2
H 5.64132 9.61896 14.66681 0.0 -0.5 -0.3
H 4.91256 12.37224 15.80238 0.2 -0.3 -0.2
H 4.40336 11.74279 14.25042 0.3 -0.3 0.3
```
Positions in Å, forces in eV/Å.

The calculation puts the relative energy (zero: lowest compared OMol25 entry of this formula, charge and spin) at 62.1 kJ/mol. Its total charge is +2.



(4)
Below is a cluster of 4 separate species, C25H23F3N4O3 in total at a distorted geometry, with properties calculated with wB97M-V/def2-TZVPD.

Structure (XYZ):
```
58
Properties=species:S:1:pos:R:3:forces:R:3
C 0.25929 -1.89410 1.26644 0.2 -0.4 0.0
C 1.08737 -1.79850 -0.18355 2.3 -5.7 -0.4
O 1.69475 -2.96134 -0.54998 -3.4 7.7 1.7
N 1.17607 -0.50685 -0.96564 -3.2 -2.7 0.5
C 1.60966 -0.71212 -2.40008 1.0 1.2 -2.2
C -0.20940 0.12994 -0.88153 -1.4 4.0 1.7
C -0.36528 1.50491 -0.28510 -0.2 -3.4 -1.4
C -1.83223 2.23591 -0.11679 0.1 4.1 0.9
O -1.93590 3.55751 0.15090 0.5 -8.6 -1.6
C -3.15955 1.26654 -0.23923 0.2 -3.6 -1.6
C -3.08238 -0.11861 -0.85456 0.9 3.6 1.5
C -4.39851 -1.11938 -0.97471 -0.6 -1.1 0.3
F -4.54044 -1.74640 -2.32110 0.3 1.8 5.2
F -5.67241 -0.38455 -0.62852 4.4 -2.7 -1.3
F -4.25030 -2.26751 -0.00881 -0.7 3.9 -3.2
C -1.59563 -0.65463 -1.38481 -0.2 -4.7 -3.2
O -1.55352 -1.74960 -2.18608 -0.1 7.1 5.3
H 0.74228 -1.22634 2.10556 -0.9 -1.1 -1.9
H 0.31470 -3.01952 1.66070 0.1 2.6 -1.3
H -0.88040 -1.65111 1.15876 2.2 -0.2 0.1
H 2.03453 0.34004 -2.77092 -0.9 -2.3 0.9
H 2.47567 -1.48369 -2.55445 -1.8 1.4 0.9
H 0.75224 -0.99100 -3.14582 1.4 0.3 1.7
H 0.59999 2.05303 0.09629 -2.1 -1.0 -0.8
H -4.19428 1.65041 0.16014 2.3 -0.6 -0.9
N -5.09958 1.10801 -4.85430 -0.5 -0.6 -0.7
C -5.10514 -0.21831 -4.59699 0.2 1.0 0.0
C -5.75213 -1.15405 -5.38815 -0.2 0.1 -0.3
C -6.43965 -0.70440 -6.51048 0.0 0.0 0.0
C -6.45384 0.65597 -6.80083 0.0 -0.2 0.1
C -5.77407 1.51438 -5.95174 0.5 -0.1 0.8
H -4.55765 -0.51924 -3.70854 -0.2 0.3 -0.7
H -5.72112 -2.20775 -5.13515 0.0 0.1 0.0
H -6.95989 -1.40809 -7.15377 0.1 0.1 0.1
H -6.98090 1.03821 -7.66764 0.1 0.0 0.1
H -5.75253 2.58455 -6.13774 0.0 -0.1 0.0
N 2.71770 3.12412 1.67714 -0.1 -0.1 1.0
C 1.79516 3.80044 2.39608 0.5 -0.4 -0.5
C 1.75679 3.81511 3.78116 0.2 -0.1 0.1
C 2.72003 3.08940 4.47399 0.0 0.0 0.0
C 3.68228 2.38111 3.76158 -0.2 0.2 0.1
C 3.64106 2.43027 2.37746 -0.5 0.4 -0.6
H 1.06314 4.34852 1.81007 0.0 0.0 0.1
H 0.99413 4.37829 4.30693 0.1 0.0 -0.1
H 2.72115 3.07599 5.56002 0.0 0.0 -0.1
H 4.44609 1.80543 4.27193 -0.1 0.0 -0.1
H 4.37254 1.89719 1.77656 -0.1 0.0 0.1
N 4.21385 -1.53859 3.05756 0.7 -0.3 0.6
C 4.14251 -1.56090 4.40655 0.0 0.0 -0.9
C 5.15132 -2.04546 5.22366 0.2 -0.1 -0.1
C 6.30346 -2.54177 4.62304 0.0 0.0 0.0
C 6.40582 -2.53401 3.23574 0.0 0.0 0.3
C 5.34531 -2.02541 2.50325 -0.8 0.4 0.2
H 3.22249 -1.16593 4.82751 0.1 0.0 0.0
H 5.04118 -2.03652 6.30210 0.0 0.0 -0.1
H 7.11501 -2.93117 5.23082 -0.1 0.0 -0.1
H 7.29027 -2.91415 2.73725 -0.1 0.0 0.0
H 5.37886 -1.99426 1.41779 0.0 0.0 0.1
```
Positions in Å, forces in eV/Å.

The SMILES is CC(=O)N(C)C1=CC(=O)C=C(C(F)(F)F)C1=O.c1ccncc1.c1ccncc1.c1ccncc1.



(5)
Below is a cluster of 3 separate species, C29H31F4NO4 in total at a distorted geometry, with properties calculated with wB97M-V/def2-TZVPD.

Structure (XYZ):
```
69
Properties=species:S:1:pos:R:3:forces:R:3
C 7.78223 1.85900 -2.76263 -0.2 -0.1 -0.1
C 7.32544 0.49595 -3.27839 -0.1 -0.1 0.2
C 6.60474 -0.33523 -2.20948 0.4 0.0 -0.1
C 5.78790 -1.46169 -2.79948 0.1 -0.2 0.2
O 4.70622 -0.94902 -3.60372 0.0 0.2 0.0
C 3.46830 -1.16468 -3.11577 0.1 -0.1 -0.1
C 2.80299 -0.16683 -2.42136 -0.3 -0.2 0.0
F 3.43411 0.99178 -2.21239 0.0 0.1 0.1
C 1.50332 -0.33389 -1.90720 0.2 0.0 -0.2
O 0.93190 0.66727 -1.19467 0.0 0.0 0.0
C 0.67985 1.89447 -1.89952 -0.1 0.3 -0.1
C -0.57176 1.83799 -2.75921 0.2 0.0 0.2
C -1.85822 1.64269 -1.95737 -0.1 0.0 -0.4
C 0.83310 -1.55190 -2.06679 0.1 -0.3 0.0
C -0.52749 -1.74399 -1.43939 -0.1 0.2 0.0
C -1.65136 -1.98773 -2.42886 -0.3 -0.1 0.3
F -0.46686 -2.80596 -0.53322 0.0 0.1 -0.1
C 1.50130 -2.54125 -2.79214 0.1 0.1 0.1
C 2.77922 -2.35601 -3.31039 -0.3 0.1 0.4
C 3.21334 -3.58740 -4.00838 0.0 -0.2 0.0
O 4.30557 -3.86152 -4.41355 -0.1 0.1 -0.2
N 2.07416 -4.48381 -4.07148 0.0 1.2 0.2
C 1.08236 -3.93660 -3.15277 0.4 -0.2 -0.1
O 0.16378 -4.58083 -2.75426 -0.4 0.1 -0.1
H 8.62450 1.76515 -2.07653 0.0 0.0 0.0
H 6.96004 2.34804 -2.23526 0.1 0.1 0.0
H 8.07514 2.50306 -3.59193 0.1 0.0 0.1
H 6.65886 0.62435 -4.13346 0.0 0.0 0.0
H 8.18987 -0.08359 -3.61365 0.0 0.1 -0.2
H 5.98936 0.30361 -1.57169 -0.1 0.0 -0.1
H 7.35520 -0.79941 -1.55951 -0.1 0.1 0.1
H 6.39148 -2.09946 -3.44647 0.0 0.1 -0.1
H 5.38514 -2.09980 -2.00752 -0.1 0.0 -0.1
H 1.54021 2.18462 -2.50328 0.0 -0.1 0.0
H 0.56500 2.64843 -1.11927 0.0 -0.1 0.0
H -0.43999 1.05606 -3.51368 -0.1 0.0 0.0
H -0.60164 2.78664 -3.30317 0.0 0.0 0.0
H -1.78548 2.12051 -0.98072 0.0 0.0 0.0
H -2.09839 0.58982 -1.82367 0.1 0.1 0.2
H -2.70292 2.08124 -2.49179 0.0 0.0 0.1
H -0.75072 -0.85504 -0.85031 0.1 0.0 0.0
H -1.62639 -3.00776 -2.80517 0.2 0.1 -0.1
H -2.60675 -1.85495 -1.91618 0.0 0.0 0.0
H -1.61831 -1.26645 -3.24612 0.1 -0.1 0.0
H 1.69448 -4.37931 -5.01303 0.0 -0.8 0.0
F -3.11031 0.75911 0.85643 0.0 0.0 0.0
C -2.78244 1.29858 2.04962 0.0 0.0 0.1
C -2.71542 2.67268 2.16074 0.0 0.1 -0.1
C -2.37890 3.22141 3.39031 0.0 0.0 0.0
C -2.11257 2.39945 4.47652 0.0 0.0 0.0
C -2.18473 1.02060 4.33455 0.0 0.0 0.0
C -2.52545 0.45693 3.11272 0.0 -0.1 0.0
H -2.92605 3.29356 1.30025 0.0 0.0 0.0
H -2.32788 4.29649 3.49891 0.0 0.0 0.0
H -1.85299 2.83166 5.43314 0.0 0.0 0.0
H -1.97901 0.37851 5.18068 0.0 0.0 0.0
H -2.59424 -0.61463 2.98007 0.0 0.0 0.0
F -4.25572 1.04883 7.38716 0.0 0.0 0.0
C -5.45160 0.60086 6.94705 -0.1 0.0 0.0
C -5.59837 0.30921 5.60648 0.0 0.0 -0.1
C -6.82772 -0.15390 5.16031 0.0 0.0 0.1
C -7.88243 -0.31198 6.04918 0.0 0.0 0.0
C -7.70638 -0.00836 7.39227 0.0 0.0 0.0
C -6.48089 0.45076 7.85385 0.0 0.0 0.1
H -4.76453 0.44639 4.93195 0.0 0.0 0.0
H -6.95976 -0.39173 4.11320 0.0 0.0 0.0
H -8.83942 -0.67139 5.69587 0.0 0.0 0.0
H -8.52675 -0.12818 8.08718 0.0 0.0 0.0
H -6.31922 0.68854 8.89642 0.0 0.0 0.0
```
Positions in Å, forces in eV/Å.

The SMILES is CCCCOc1c(F)c(OCCC)c([C@@H](C)F)c2c1C(=O)NC2=O.Fc1ccccc1.Fc1ccccc1.



(6)
Below is a cluster of 2 separate species, ClH2O in total at a distorted geometry, with properties calculated with wB97M-V/def2-TZVPD.

Structure (XYZ):
```
4
Properties=species:S:1:pos:R:3:forces:R:3
O 0.65935 0.60170 -0.65999 -1.1 0.5 -0.3
H 0.07308 1.32290 -0.98312 0.6 -0.9 0.4
H 0.05444 -0.02083 -0.19655 0.5 0.2 0.0
Cl -0.78686 -1.90377 1.83965 0.0 0.2 -0.2
```
Positions in Å, forces in eV/Å.

The calculation puts the relative energy (zero: lowest compared OMol25 entry of this formula, charge and spin) at 23.7 kJ/mol. Its total charge is -1.



Number 1: DFT total energy -7393.4936 eV. Number 2: DFT total energy -35032.2917 eV. Number 3: DFT total energy -55809.8281 eV. Number 4: DFT total energy -46542.7465 eV. Number 5: DFT total energy -51125.4368 eV. Number 6: DFT total energy -14604.5369 eV.